(1)
{"formula": "C3H14Br2N6O4Pt", "method": "ωB97M-V/def2-TZVPD", "symbols": ["Pt", "Br", "Br", "C", "O", "N", "N", "H", "H", "H", "H", "C", "O", "N", "N", "H", "H", "H", "H", "C", "O", "N", "N", "H", "H", "H", "H", "O", "H", "H"], "coordinates": [[-1.080, 1.070, 0.410], [-3.590, 0.296, -0.369], [-1.660, 3.379, 1.613], [1.985, 2.047, -0.418], [1.128, 1.562, 0.301], [3.010, 1.331, -0.962], [1.969, 3.378, -0.742], [2.975, 0.329, -0.970], [3.725, 1.757, -1.518], [1.211, 3.952, -0.407], [2.740, 3.815, -1.205], [-1.016, -1.081, 2.762], [-0.915, 0.026, 2.236], [-1.623, -2.134, 2.146], [-0.481, -1.341, 3.988], [-1.774, -3.049, 2.511], [-2.122, -1.841, 1.311], [-0.675, -2.221, 4.428], [0.066, -0.705, 4.534], [-0.203, -1.714, -1.346], [-0.431, -0.891, -0.453], [0.318, -2.932, -1.066], [-0.567, -1.479, -2.631], [0.581, -3.547, -1.814], [0.683, -3.156, -0.160], [-1.179, -0.697, -2.782], [-0.342, -2.138, -3.348], [-0.947, 1.945, -1.633], [-0.137, 2.165, -2.114], [-1.647, 1.875, -2.301]], "forces_ev_per_angstrom": [[-2.0, 1.1, -0.1], [0.6, 0.0, 0.1], [0.3, -0.5, -0.4], [-0.2, 0.9, 0.0], [0.9, -0.5, 0.0], [0.2, -0.2, -0.1], [0.0, -0.3, -0.2], [-0.2, 0.0, 0.3], [0.0, 0.1, -0.1], [0.0, -0.1, 0.3], [0.0, 0.1, -0.1], [0.2, -0.3, 0.1], [0.3, -0.5, 1.5], [-0.1, 1.1, -0.8], [-0.1, -0.6, 0.2], [0.0, -0.1, 0.4], [-0.1, -0.3, 0.1], [0.0, -0.1, 0.0], [-0.1, 0.5, -0.4], [-1.1, 1.0, 0.9], [0.9, -1.4, -0.5], [0.5, -0.6, -0.4], [0.5, 0.0, 0.2], [0.0, -0.1, 0.0], [-0.1, 0.4, 0.2], [-0.1, 0.0, -0.1], [-0.3, 0.0, -0.3], [0.1, 0.4, -1.5], [-0.1, 0.0, 0.3], [-0.2, 0.0, 0.5]], "nbo_charge": [1.20, -0.74, -0.70, 0.79, -0.68, -0.84, -0.85, 0.41, 0.39, 0.44, 0.39, 0.81, -0.68, -0.85, -0.83, 0.39, 0.44, 0.38, 0.42, 0.79, -0.70, -0.83, -0.83, 0.38, 0.41, 0.43, 0.39, -0.93, 0.49, 0.51], "homo_ev": [-6.5210, -7.1529], "e_above_lowest_ev": 0.000, "multiplicity": 3, "homo_lumo_gap_ev": [6.40, 7.02], "s2": 2.005}


(2)
{"formula": "C3H14ClN5", "method": "ωB97M-V/def2-TZVPD", "symbols": ["C", "C", "C", "N", "N", "N", "N", "N", "Cl", "H", "H", "H", "H", "H", "H", "H", "H", "H", "H", "H", "H", "H", "H"], "coordinates": [[-1.071, 1.058, 0.315], [0.991, -1.282, -0.140], [0.033, 1.805, 0.062], [0.618, -0.933, -1.367], [0.978, 2.080, 0.944], [2.229, -1.253, 0.212], [-2.185, 1.135, -0.714], [2.472, -1.408, 1.587], [-3.628, -1.910, -0.351], [-1.258, 0.233, 1.019], [0.262, -1.844, 0.556], [0.231, 2.379, -0.903], [1.381, -0.524, -2.006], [-4.679, -2.287, -0.859], [0.638, 1.963, 1.842], [1.900, 2.497, 0.636], [3.053, -0.854, -0.220], [-2.957, 1.772, -0.340], [-2.705, 0.188, -0.832], [-1.806, 1.447, -1.594], [-0.312, -0.915, -1.707], [2.454, -2.338, 1.977], [3.363, -1.007, 1.885]], "forces_ev_per_angstrom": [[-5.3, -3.2, 0.8], [-1.8, -1.4, -1.2], [3.7, 4.0, -5.5], [2.9, 1.0, -0.7], [2.3, 0.5, -0.4], [1.2, -0.1, 2.4], [-1.4, -0.8, 2.4], [0.4, 0.4, 1.5], [2.0, 0.7, 1.0], [0.5, 0.3, -0.4], [1.2, 1.5, -1.0], [-0.8, -1.5, 0.9], [-1.9, -0.9, 1.2], [-1.9, -0.6, -1.0], [0.6, 0.2, 2.8], [-1.9, -0.5, 1.2], [-0.5, 0.0, -1.0], [1.1, -0.4, -0.9], [1.0, 1.4, 0.1], [-0.2, 0.4, -0.6], [-0.7, -0.4, -0.1], [-0.1, -0.6, -0.7], [-0.3, 0.1, -0.5]], "nbo_charge": [0.01, 0.37, -0.31, -0.73, -0.62, -0.36, -0.76, -0.66, -0.27, 0.21, 0.26, 0.22, 0.44, 0.31, 0.40, 0.45, 0.44, 0.48, 0.47, 0.44, 0.43, 0.40, 0.40], "homo_ev": [-12.4431, -16.9914], "charge": 2, "multiplicity": 3, "homo_lumo_gap_ev": [5.68, 7.76], "s2": 2.006}


(3)
{"formula": "C3H14N2O", "method": "ωB97M-V/def2-TZVPD", "symbols": ["C", "C", "C", "N", "N", "H", "H", "H", "H", "H", "H", "H", "H", "H", "H", "H", "H", "H", "H", "O"], "coordinates": [[-0.081, -0.082, 1.643], [1.207, 0.054, 0.882], [0.880, -0.276, -0.465], [2.285, 0.312, -1.810], [-1.125, 0.684, 0.870], [-0.445, -1.117, 1.718], [-0.107, 0.387, 2.653], [1.659, 1.020, 0.723], [1.922, -0.635, 1.389], [0.122, 0.288, -1.086], [1.088, -1.222, -0.830], [2.072, -0.186, -2.667], [3.278, -0.012, -1.627], [2.344, 1.276, -2.133], [-1.647, 1.004, 1.607], [-0.652, 1.422, 0.345], [-1.842, 0.239, 0.208], [-3.563, -0.674, -1.120], [-2.804, -1.477, -0.155], [-2.697, -0.682, -0.601]], "forces_ev_per_angstrom": [[-0.5, 0.5, 0.8], [0.7, -0.9, 1.0], [-2.8, -0.9, -1.9], [3.6, 0.4, -1.7], [0.6, -0.3, -1.3], [0.5, 0.3, -0.1], [0.2, -0.4, -0.4], [0.1, 1.1, 1.5], [-0.2, 0.6, -0.7], [1.0, -0.7, 1.0], [0.0, -1.8, -0.5], [-0.4, -0.3, -0.1], [-1.3, 0.7, -0.1], [0.3, 0.2, 0.2], [-2.0, 2.0, 1.9], [-0.4, 0.2, 0.4], [1.1, -0.3, 0.4], [1.7, 0.6, 0.7], [0.1, -2.6, 1.6], [-2.4, 1.5, -2.7]], "nbo_charge": [-0.20, -0.52, -0.39, -0.97, -0.71, 0.22, 0.21, 0.22, 0.25, 0.16, 0.19, 0.38, 0.39, 0.38, 0.41, 0.43, 0.47, 0.52, 0.49, -0.93], "homo_ev": [-8.8601, -14.3443], "e_above_lowest_ev": 1.429, "charge": 1, "multiplicity": 2, "homo_lumo_gap_ev": [5.92, 11.29], "s2": 0.754}


(4)
{"formula": "C3H14N2O2", "method": "ωB97M-V/def2-TZVPD", "symbols": ["N", "C", "C", "C", "N", "H", "H", "H", "H", "H", "H", "H", "H", "H", "H", "H", "H", "O", "H", "H", "O"], "coordinates": [[-0.977, 0.383, -0.236], [0.313, 0.659, 0.284], [1.004, 1.910, -0.407], [0.383, 1.630, 1.334], [-1.879, -1.852, 2.041], [-0.781, -0.742, -0.870], [-1.864, -1.756, 1.026], [0.916, -0.243, 0.394], [2.047, 2.145, -0.179], [0.993, 1.526, -1.459], [0.365, 2.792, -0.513], [-0.319, 2.428, 1.503], [1.211, 1.512, 2.039], [-2.565, -2.575, 2.243], [-2.175, -0.967, 2.444], [-1.022, -2.253, -1.763], [-1.201, 0.991, -1.017], [-0.289, -1.770, -1.377], [1.109, -1.223, -1.746], [2.660, -1.674, -1.861], [2.070, -0.920, -1.881]], "forces_ev_per_angstrom": [[0.4, -0.5, -0.9], [-3.5, -0.8, 1.7], [1.4, 1.5, -1.0], [1.3, -1.2, -0.5], [0.0, -0.2, -0.2], [0.4, -0.2, 0.1], [0.1, 0.2, 0.3], [0.6, 0.4, -0.2], [-0.2, 0.1, -0.1], [0.2, -0.4, 0.9], [0.2, 0.0, 0.2], [-0.4, -0.2, -0.1], [0.1, 0.5, -0.4], [0.1, 0.3, 0.2], [-0.2, -0.2, -0.2], [0.1, -0.1, -0.2], [-0.2, 0.2, 0.2], [-0.8, 0.6, 0.6], [0.9, -0.6, -0.4], [-0.3, -0.2, 0.0], [-0.4, 0.8, 0.1]], "nbo_charge": [-0.95, -0.04, -0.68, -0.02, -1.09, 0.46, 0.38, 0.27, 0.26, 0.37, 0.26, 0.23, 0.22, 0.35, 0.35, 0.46, 0.34, -1.13, 0.51, 0.47, -1.04], "homo_ev": -8.1174, "e_above_lowest_ev": 5.081, "homo_lumo_gap_ev": 7.00}